--- w ---
C34H94N8O10 | ωB97M-V/def2-TZVPD

Geometry as XYZ:
```
146
Properties=species:S:1:pos:R:3:mulliken_charge:R:1
C -0.042 4.760 -3.150 -1.183
C 0.361 3.598 -4.018 0.266
C 0.879 4.068 -5.380 -0.883
O 1.931 5.026 -5.206 -0.305
C 2.609 5.295 -6.382 -0.994
N 1.291 2.901 -3.110 -0.292
H -0.758 5.441 -3.610 0.476
H 0.812 5.374 -2.864 0.363
H -0.470 4.468 -2.191 0.014
H -0.517 2.998 -4.255 0.434
H 0.132 4.467 -6.067 0.469
H 1.251 3.129 -5.789 0.413
H 2.453 4.516 -7.128 0.424
H 3.674 5.508 -6.280 0.286
H 2.144 6.204 -6.764 0.295
H 0.817 2.607 -2.268 0.069
H 1.871 3.636 -2.730 0.283
C -0.676 -4.827 -1.212 -1.520
C -1.877 -3.884 -1.184 1.087
C -2.991 -4.568 -1.911 -0.897
O -3.543 -3.488 -2.727 -0.286
C -4.551 -3.897 -3.579 -0.817
N -2.239 -3.612 0.215 0.498
H -0.462 -5.217 -2.207 0.534
H -0.770 -5.715 -0.588 0.331
H 0.241 -4.340 -0.879 -0.041
H -1.612 -3.002 -1.766 -0.177
H -3.854 -4.957 -1.370 0.424
H -2.629 -5.314 -2.618 0.389
H -4.566 -3.123 -4.346 0.254
H -5.464 -3.975 -2.988 0.263
H -4.370 -4.827 -4.116 0.328
H -2.762 -4.400 0.570 0.161
H -1.451 -3.515 0.838 -0.419
C -2.702 1.567 2.902 -1.302
C -2.799 2.869 3.716 0.548
C -3.085 4.110 2.729 -0.958
O -2.138 4.135 1.652 -0.107
C -2.484 4.916 0.494 -0.435
N -3.774 2.713 4.747 -0.705
H -3.660 1.501 2.388 0.391
H -2.367 0.634 3.354 0.421
H -1.875 1.595 2.192 0.144
H -1.900 3.051 4.306 0.139
H -3.036 5.079 3.225 0.351
H -4.113 3.931 2.412 0.430
H -2.347 5.967 0.748 0.289
H -3.508 4.638 0.245 0.341
H -1.775 4.530 -0.238 -0.191
H -4.536 3.354 4.575 0.284
H -4.200 1.815 4.566 0.285
C 3.920 -4.468 0.605 -1.479
C 3.250 -3.176 1.152 0.106
C 3.987 -1.848 0.916 0.333
O 5.365 -1.821 1.327 -0.472
C 5.988 -0.554 1.484 -0.230
N 1.799 -3.122 0.954 -0.115
H 3.883 -5.334 1.267 0.366
H 4.990 -4.347 0.439 0.371
H 3.514 -4.786 -0.355 0.313
H 3.260 -3.345 2.229 0.507
H 3.363 -1.042 1.304 -0.423
H 3.920 -1.517 -0.120 -0.030
H 5.183 0.179 1.420 -0.210
H 6.740 -0.507 0.696 0.311
H 6.558 -0.512 2.412 0.309
H 1.355 -3.987 1.229 0.230
H 1.719 -3.143 -0.053 -0.134
C -3.644 0.192 -0.071 -1.916
C -5.010 -0.471 0.049 0.934
C -5.912 -0.316 -1.138 -0.899
O -6.960 -1.186 -1.258 -0.347
C -8.138 -0.855 -0.481 -0.725
N -4.859 -1.863 0.378 -0.339
H -3.149 -0.368 -0.864 0.470
H -3.011 0.072 0.809 0.081
H -3.601 1.256 -0.304 0.631
H -5.486 0.028 0.894 0.023
H -5.382 -0.219 -2.085 0.406
H -6.194 0.737 -1.132 0.426
H -8.738 -1.765 -0.471 0.238
H -8.624 -0.020 -0.986 0.289
H -7.812 -0.607 0.529 0.308
H -5.380 -2.292 -0.373 0.358
H -3.864 -2.033 0.360 -0.008
C 1.388 1.948 3.316 -1.543
C 2.751 1.247 3.437 2.715
C 3.849 2.354 3.307 -1.269
O 3.997 2.699 1.935 -0.173
C 5.225 3.407 1.757 -0.732
N 2.793 0.589 4.721 -0.786
H 0.977 2.451 4.191 0.454
H 0.579 1.223 3.223 0.118
H 1.300 2.680 2.513 0.447
H 3.003 0.584 2.609 -1.375
H 4.703 1.771 3.650 0.378
H 3.582 3.184 3.961 0.482
H 5.369 3.513 0.681 0.093
H 6.101 2.779 1.913 0.343
H 5.293 4.388 2.228 0.346
H 1.998 -0.007 4.542 0.322
H 2.523 1.262 5.424 0.352
C -3.491 -6.768 3.839 -1.486
C -3.116 -5.274 3.543 0.491
C -1.585 -5.020 3.632 -0.938
O -1.027 -3.889 3.052 0.012
C -1.393 -2.666 3.651 -0.612
N -3.866 -4.755 2.378 -0.562
H -2.944 -7.270 3.041 0.391
H -4.560 -6.897 3.670 0.377
H -3.353 -6.990 4.897 0.350
H -3.556 -4.638 4.310 0.405
H -1.020 -5.861 3.232 0.331
H -1.399 -4.948 4.704 0.431
H -0.803 -1.873 3.191 -0.237
H -1.158 -2.833 4.702 0.523
H -2.440 -2.400 3.506 0.303
H -3.705 -3.762 2.284 -0.160
H -4.852 -4.719 2.595 0.321
C 4.965 3.001 -4.833 -1.476
C 4.648 3.144 -3.337 1.812
C 5.699 2.615 -2.345 -0.672
O 5.992 1.237 -2.767 -0.473
C 5.181 0.240 -2.184 -0.381
N 4.144 4.504 -3.078 -0.627
H 5.298 1.978 -5.008 0.396
H 5.742 3.666 -5.209 0.351
H 4.074 3.237 -5.413 0.263
H 3.795 2.469 -3.261 -0.524
H 5.399 2.659 -1.298 -0.126
H 6.524 3.322 -2.257 0.530
H 5.056 0.384 -1.111 0.007
H 5.811 -0.650 -2.212 0.350
H 4.298 0.198 -2.821 0.330
H 3.299 4.563 -3.627 -0.101
H 4.724 5.150 -3.594 0.343
C 0.573 -0.370 -1.530 -0.394
C 0.248 0.341 -0.226 -0.474
O -0.118 -0.576 0.894 1.005
O 1.864 -0.976 -1.334 -0.376
H 0.622 0.361 -2.337 0.457
H -0.211 -1.099 -1.738 -0.362
H -0.655 0.923 -0.410 0.138
H 1.064 0.967 0.134 0.364
H 0.638 -1.166 0.939 -0.428
H 2.572 -0.330 -1.386 0.099
```

Calculated values
SMILES string   COC[C@H](C)N.COC[C@H](C)N.COC[C@H](C)N.COC[C@H](C)N.COC[C@H](C)N.COC[C@H](C)N.COC[C@H](C)N.COC[C@H](C)N.OCCO
Gap between HOMO and LUMO   9.0 eV
Charge   0

---

--- x ---
C34H94N8O10 | ωB97M-V/def2-TZVPD

Geometry as XYZ:
```
146
Properties=species:S:1:pos:R:3:mulliken_charge:R:1
C 0.017 -1.103 -0.034 -0.477
C -0.960 -0.543 -0.985 -0.206
O -1.667 0.627 -0.496 -0.475
O 1.199 -0.206 0.321 -0.536
H 0.472 -2.019 -0.411 0.329
H -0.453 -1.499 0.866 0.282
H -1.693 -1.321 -1.197 0.260
H -0.350 -0.367 -1.871 0.234
H -1.871 1.204 -1.235 0.278
H 0.912 0.629 0.698 0.299
C -0.318 1.980 -8.228 -1.313
C 0.653 1.260 -7.350 0.724
C 1.785 0.523 -8.217 -0.841
O 1.494 -0.708 -8.829 -0.354
C 1.010 -0.680 -10.208 -0.660
N 1.329 2.131 -6.447 -0.616
H -0.076 3.029 -8.395 0.386
H -1.286 2.026 -7.730 0.271
H -0.490 1.589 -9.231 0.268
H 0.180 0.390 -6.896 0.247
H 2.471 0.256 -7.413 0.243
H 2.259 1.334 -8.769 0.416
H 0.209 -1.418 -10.226 0.215
H 1.738 -1.174 -10.851 0.281
H 0.688 0.292 -10.582 0.302
H 0.906 2.214 -5.534 0.223
H 2.304 1.884 -6.355 0.201
C -6.260 -4.398 2.533 -1.444
C -7.647 -4.904 2.203 0.321
C -8.263 -5.954 3.206 -0.545
O -7.461 -7.100 2.966 -0.283
C -8.017 -8.337 3.280 -0.825
N -8.449 -3.704 2.243 -0.709
H -6.313 -4.175 3.599 0.352
H -5.977 -3.472 2.033 0.410
H -5.603 -5.243 2.325 0.326
H -7.731 -5.253 1.174 0.296
H -9.315 -6.051 2.936 0.372
H -8.198 -5.569 4.224 0.276
H -8.610 -8.374 4.194 0.314
H -7.339 -9.181 3.153 0.281
H -8.700 -8.617 2.478 0.312
H -9.406 -3.993 2.388 0.245
H -8.110 -3.260 3.084 0.301
C -0.634 -1.977 6.486 -1.242
C 0.089 -2.662 7.685 0.237
C 1.448 -3.346 7.134 -0.677
O 1.150 -4.422 6.193 -0.322
C 2.291 -5.052 5.681 -0.657
N 0.434 -1.787 8.733 -0.732
H -1.695 -1.745 6.574 0.365
H -0.692 -2.680 5.654 0.311
H -0.077 -1.085 6.201 0.305
H -0.461 -3.480 8.149 0.334
H 2.037 -3.728 7.968 0.466
H 2.047 -2.509 6.777 0.266
H 2.980 -5.213 6.510 0.301
H 2.793 -4.429 4.940 0.266
H 1.962 -6.003 5.262 0.230
H -0.399 -1.274 8.985 0.279
H 0.896 -1.000 8.298 0.273
C -5.198 5.116 -2.285 -1.412
C -4.145 5.260 -3.434 0.773
C -2.925 6.165 -3.130 -0.817
O -3.227 7.550 -3.076 -0.356
C -3.378 8.215 -4.234 -0.623
N -3.666 3.868 -3.658 -0.693
H -5.253 5.956 -1.592 0.307
H -5.173 4.127 -1.829 0.382
H -6.165 5.057 -2.785 0.342
H -4.685 5.614 -4.312 0.276
H -2.149 6.036 -3.884 0.339
H -2.493 5.811 -2.194 0.309
H -2.639 7.734 -4.875 0.306
H -3.123 9.275 -4.216 0.227
H -4.415 8.020 -4.506 0.234
H -3.059 3.792 -4.462 0.162
H -4.389 3.266 -4.027 0.257
C 6.029 5.269 -3.631 -1.371
C 5.292 4.589 -2.383 0.565
C 3.959 5.298 -1.984 -0.678
O 4.276 6.689 -1.659 -0.343
C 3.165 7.549 -2.013 -0.762
N 5.087 3.162 -2.845 -0.616
H 7.078 5.019 -3.788 0.368
H 5.965 6.353 -3.535 0.310
H 5.602 4.880 -4.556 0.357
H 5.993 4.648 -1.550 0.195
H 3.468 4.813 -1.140 0.337
H 3.310 5.050 -2.823 0.357
H 3.163 8.602 -1.731 0.278
H 2.196 7.074 -1.859 0.287
H 3.224 7.450 -3.097 0.334
H 4.720 2.480 -2.197 0.183
H 5.935 2.838 -3.289 0.202
C -2.831 4.763 3.516 -1.536
C -1.461 5.318 3.830 0.762
C -1.227 5.355 5.325 -0.846
O -2.086 6.393 5.752 -0.347
C -1.513 7.683 6.004 -0.676
N -0.372 4.545 3.154 -0.713
H -2.954 3.680 3.534 0.416
H -3.263 4.885 2.522 0.381
H -3.541 5.121 4.262 0.355
H -1.247 6.351 3.553 0.184
H -0.195 5.623 5.551 0.370
H -1.485 4.392 5.766 0.306
H -1.022 7.551 6.968 0.274
H -2.282 8.429 6.202 0.245
H -0.867 8.042 5.203 0.301
H 0.169 5.226 2.641 0.278
H -0.935 4.027 2.494 0.248
C -2.667 -5.228 -6.898 -1.572
C -1.539 -5.848 -7.561 0.680
C -0.198 -5.782 -6.857 -0.679
O -0.154 -6.466 -5.635 -0.339
C 0.916 -6.157 -4.737 -0.727
N -1.889 -7.192 -7.911 -0.760
H -2.838 -4.160 -7.030 0.358
H -2.786 -5.457 -5.839 0.297
H -3.549 -5.647 -7.383 0.397
H -1.441 -5.245 -8.464 0.237
H 0.021 -4.740 -6.622 0.355
H 0.657 -6.151 -7.424 0.349
H 0.758 -6.756 -3.840 0.244
H 0.677 -5.110 -4.549 0.320
H 1.962 -6.262 -5.027 0.277
H -1.080 -7.439 -8.465 0.276
H -1.899 -7.840 -7.136 0.290
C 8.081 -2.642 8.851 -1.349
C 8.530 -3.544 7.648 0.423
C 8.249 -2.873 6.323 -0.637
O 6.834 -2.754 6.050 -0.247
C 6.557 -1.956 4.925 -0.800
N 9.896 -3.905 7.818 -0.730
H 7.070 -2.237 8.885 0.348
H 8.646 -1.740 9.090 0.340
H 8.199 -3.214 9.771 0.303
H 7.853 -4.398 7.631 0.242
H 8.695 -3.562 5.606 0.278
H 8.731 -1.896 6.299 0.345
H 7.058 -0.997 4.794 0.325
H 5.524 -1.609 4.955 0.252
H 6.705 -2.479 3.980 0.318
H 9.624 -4.695 8.386 0.312
H 10.298 -4.376 7.020 0.275
```

Calculated values
SMILES string   COC[C@H](C)N.COC[C@H](C)N.COC[C@H](C)N.COC[C@H](C)N.COC[C@H](C)N.COC[C@H](C)N.COC[C@H](C)N.COC[C@H](C)N.OCCO
Gap between HOMO and LUMO   9.3 eV
Charge   0

---

It turns out w is the most stable, with the second structure 50.9 kcal/mol higher.

---

--- w ---
C4H3Cl2N3O2 | ωB97M-V/def2-TZVPD

Geometry as XYZ:
```
14
Properties=species:S:1:pos:R:3:mulliken_charge:R:1
C 1.509 -0.675 0.064 0.567
C -2.452 1.206 0.067 0.516
C 1.056 1.774 0.086 -0.222
C 0.697 -1.759 0.123 -0.554
N 1.274 0.624 -0.422 -0.319
N -1.542 1.393 0.760 -0.427
N -0.641 -1.660 -0.354 0.932
O -1.396 -2.529 0.069 -0.597
O -1.009 -0.750 -1.051 -0.561
Cl 3.271 -0.758 0.338 -0.165
Cl -3.691 1.066 -0.941 -0.081
H 1.074 1.955 1.182 0.282
H 0.766 2.657 -0.648 0.285
H 1.085 -2.545 0.727 0.343
```

Calculated values
SMILES string   C=N/C(Cl)=C\[N+](=O)[O-].N#CCl
Gap between HOMO and LUMO   9.1 eV
Charge   0

---

--- x ---
C4H3Cl2N3O2 | ωB97M-V/def2-TZVPD

Geometry as XYZ:
```
14
Properties=species:S:1:pos:R:3:mulliken_charge:R:1
C -0.579 -1.969 -0.208 -0.063
C 1.539 -0.629 -0.473 0.631
C -0.326 1.224 0.631 -0.394
C -1.285 0.322 -0.019 0.060
N -1.338 -1.023 0.240 -0.399
N 0.856 -1.833 -0.373 -0.417
N 0.906 1.396 0.287 0.588
O 1.859 2.015 0.620 -0.453
O 1.128 0.473 -1.205 -0.425
Cl 3.143 -0.658 0.147 -0.108
Cl -3.035 0.988 0.295 -0.238
H -0.886 -2.959 0.060 0.376
H -0.763 2.100 1.044 0.427
H -1.221 0.555 -1.045 0.416
```

Calculated values
Gap between HOMO and LUMO (spin up / spin down)   8.1 / 8.1 eV
Charge   0

---

It turns out w is the most stable, with the second structure 24.8 kcal/mol higher.

---

--- w ---
C3H9NS | ωB97M-V/def2-TZVPD

Geometry as XYZ:
```
14
Properties=species:S:1:pos:R:3:mulliken_charge:R:1
C -0.197 2.065 -0.155 -0.593
C 0.295 -0.159 0.424 -0.529
C -0.246 -1.604 0.408 -0.775
H 0.944 1.799 1.094 0.227
H -1.490 3.134 0.349 0.196
H 0.478 2.427 -1.518 0.169
H -0.701 0.660 -1.429 0.301
H 1.495 -0.205 0.266 0.293
H -0.002 -0.095 1.671 0.325
H 0.276 -2.156 1.451 0.280
H -1.263 -1.359 0.815 0.377
H 1.143 -2.573 -1.668 0.140
N -0.539 0.677 -0.442 -0.161
S -0.194 -2.612 -1.268 -0.250
```

Calculated values
Gap between HOMO and LUMO   8.6 eV
Charge   0

---

--- x ---
C3H9NS | ωB97M-V/def2-TZVPD

Geometry as XYZ:
```
14
Properties=species:S:1:pos:R:3:mulliken_charge:R:1
C -0.887 -0.674 0.105 -0.430
C 0.240 0.393 0.063 -0.760
C 1.614 -0.137 -0.106 -0.416
S 2.856 1.131 0.127 -0.238
N -2.140 -0.200 -0.568 -0.622
H -0.635 -1.522 -0.577 0.261
H -1.003 -1.168 1.119 0.266
H 0.127 1.092 0.856 0.457
H -0.031 1.065 -0.836 0.295
H 1.739 -0.796 0.682 0.329
H 1.569 -0.612 -1.156 0.300
H 1.987 1.873 0.906 0.115
H -2.726 0.588 -0.327 0.207
H -2.712 -1.031 -0.287 0.237
```

Calculated values
SMILES string   NCCCS
Gap between HOMO and LUMO   10.1 eV
Charge   0

---

It turns out x is the most stable, with the second structure 200.2 kcal/mol higher.